Entry 1:
This record from the Open Molecules 2025 dataset describes 2 unconnected molecules or ions with the total composition C4H14N2O. The level of theory is wB97M-V/def2-TZVPD.

Positions of all 21 atoms, in Å:
C (-1.45066, 1.46978, 1.53058)
N (-0.63171, 1.11305, 0.36880)
C (0.58230, 0.39126, 0.64312)
C (1.62533, 0.44461, -0.52164)
C (1.18539, -0.55810, -1.59229)
N (1.48126, -1.89165, -0.96793)
H (-0.85978, 2.13003, 2.18031)
H (-1.81336, 0.61843, 2.14812)
H (-2.30864, 2.06091, 1.19927)
H (-0.34797, 1.97939, -0.07810)
H (1.16080, 0.86496, 1.48679)
H (0.39534, -0.60377, 1.05357)
H (1.62012, 1.47164, -0.88634)
H (2.66465, 0.23139, -0.23897)
H (0.09675, -0.55251, -1.81154)
H (1.75377, -0.40273, -2.52228)
H (2.46818, -1.83828, -0.73199)
H (1.39226, -2.67068, -1.61162)
O (-3.38174, -1.36922, 0.11603)
H (-2.79098, -1.22980, 0.86479)
H (-2.84131, -1.65872, -0.62868)

## Properties
LUMO energy ... 0.997 eV
Multiplicity ... 1
E ... -9401.9930 eV
HOMO ... -8.72 eV
Relative energy (zero: lowest compared OMol25 entry of this formula, charge and spin) ... 155.7 kJ/mol
Kohn-Sham gap ... 9.7 eV
Structure (SMILES) ... CNCCCN.O



Entry 2:
This record from the Open Molecules 2025 dataset describes 2 unconnected molecules or ions with the total composition C2H3ClFI. The level of theory is wB97M-V/def2-TZVPD.

Positions of all 8 atoms, in Å:
C (1.13907, 1.05553, 0.84806)
C (-1.01862, -0.75572, -0.75255)
F (-1.95023, 0.00808, -1.22533)
Cl (-0.01863, -1.39044, -2.07644)
I (-1.66154, -2.21340, 0.73016)
H (0.45214, 0.60651, 0.08195)
H (0.98366, 2.08586, 1.15202)
H (2.07414, 0.60358, 1.24212)

## Properties
LUMO energy (alpha / beta) ... -0.234 / -1.322 eV
Multiplicity ... 1
E ... -25458.7560 eV
HOMO (alpha / beta) ... -8.93 / -8.86 eV
Relative energy (zero: lowest compared OMol25 entry of this formula, charge and spin) ... 372.4 kJ/mol
Kohn-Sham gap (alpha / beta) ... 8.7 / 7.5 eV



Entry 3:
This record from the Open Molecules 2025 dataset describes a molecular structure, H3S3. The level of theory is wB97M-V/def2-TZVPD.

Positions of all 6 atoms, in Å:
S (1.06372, 0.12957, 0.77217)
S (-0.29001, -1.45654, 1.07532)
H (0.12473, 0.67459, -0.55308)
H (-1.09592, -0.83440, 1.95934)
S (-0.72921, 1.23562, -1.77238)
H (0.25912, 1.62138, -2.60814)

## Properties
LUMO energy (alpha / beta) ... -0.092 / -2.975 eV
Multiplicity ... 2
E ... -32552.6347 eV
HOMO (alpha / beta) ... -9.28 / -9.44 eV
Relative energy (zero: lowest compared OMol25 entry of this formula, charge and spin) ... 75.5 kJ/mol
Kohn-Sham gap (alpha / beta) ... 9.2 / 6.5 eV
⟨S²⟩ ... 0.761



Entry 4:
This record from the Open Molecules 2025 dataset describes 2 unconnected molecules or ions with the total composition C3H7N2O. The level of theory is wB97M-V/def2-TZVPD.

Positions of all 13 atoms, in Å:
C (1.32732, -0.50517, 0.16386)
C (-0.79530, 0.62087, -0.38922)
C (0.62248, 0.71306, 0.27385)
N (3.45519, -0.15132, -0.03753)
N (0.98354, -1.69846, 0.15992)
O (3.68746, 0.96714, 0.03256)
H (-1.17055, -0.39060, -0.18475)
H (-0.98454, 0.86396, -1.45695)
H (-1.52228, 1.28208, 0.15226)
H (1.16444, 1.65994, 0.12677)
H (0.42517, 0.60304, 1.33918)
H (0.00508, -1.97720, -0.07876)
H (1.70432, -2.32075, 0.06762)

## Properties
LUMO energy (alpha / beta) ... -5.723 / -5.722 eV
Multiplicity ... 1
E ... -8240.8305 eV
HOMO (alpha / beta) ... -13.96 / -13.96 eV
Relative energy (zero: lowest compared OMol25 entry of this formula, charge and spin) ... 512.2 kJ/mol
Total charge ... +1
Kohn-Sham gap (alpha / beta) ... 8.2 / 8.2 eV



Entry 5:
This record from the Open Molecules 2025 dataset describes a molecular structure, C4H8N2OS. The level of theory is wB97M-V/def2-TZVPD.

Positions of all 16 atoms, in Å:
C (-0.65677, -0.60666, -0.58786)
C (-1.38528, 0.47572, 0.15066)
C (-0.07151, -1.61165, 0.44051)
C (-0.90570, 1.68853, 0.34909)
N (1.09096, -0.95048, 0.97516)
N (2.26385, 1.22865, 0.30125)
O (0.47556, -0.09387, -1.26219)
S (1.68552, -0.09207, -0.13473)
H (-1.29597, -1.09529, -1.32857)
H (-2.33102, 0.15996, 0.57040)
H (-0.77756, -1.82915, 1.24385)
H (0.20171, -2.54832, -0.06426)
H (-1.45453, 2.41517, 0.92484)
H (0.03211, 2.01409, -0.06416)
H (2.95097, 1.63440, -0.31169)
H (2.60330, -0.75753, -1.00809)

## Properties
LUMO energy ... 0.502 eV
Multiplicity ... 1
E ... -20136.5570 eV
HOMO ... -9.60 eV
Relative energy (zero: lowest compared OMol25 entry of this formula, charge and spin) ... 412.7 kJ/mol
Kohn-Sham gap ... 10.1 eV



Entry 6:
This record from the Open Molecules 2025 dataset describes a single C3H6N2O molecule. The level of theory is wB97M-V/def2-TZVPD.

Positions of all 12 atoms, in Å:
C (-1.14720, -1.25563, -0.28798)
N (-0.05539, -0.33822, -0.11522)
C (0.45349, 0.55058, -0.91295)
N (0.97311, 1.45986, -0.09772)
C (0.56554, 0.55331, 1.20557)
O (-0.20892, 0.97128, 2.04119)
H (-0.84875, -2.26831, 0.00006)
H (-1.49297, -1.26872, -1.32799)
H (-1.97728, -0.94243, 0.35558)
H (0.44999, 0.55475, -2.00444)
H (1.80403, 2.00360, -0.29672)
H (1.48437, -0.02008, 1.44062)

## Properties
LUMO energy ... 0.815 eV
Multiplicity ... 1
E ... -8233.9814 eV
HOMO ... -8.88 eV
Relative energy (zero: lowest compared OMol25 entry of this formula, charge and spin) ... 262.2 kJ/mol
Kohn-Sham gap ... 9.7 eV



Entry 7:
This record from the Open Molecules 2025 dataset describes a single C2H4N4S molecule. The level of theory is wB97M-V/def2-TZVPD.

Positions of all 11 atoms, in Å:
H (3.03847, 0.67961, 0.13574)
N (2.40432, -0.13608, 0.11440)
C (1.18453, 0.00835, -0.07226)
N (0.40662, 1.08745, -0.11812)
N (-1.04357, 1.17223, -0.34465)
C (-1.63221, 0.03262, -0.13277)
N (-1.10807, -1.21878, 0.28056)
S (0.41529, -1.67983, -0.39163)
H (0.94857, 1.86879, -0.21974)
H (-2.77618, 0.03901, -0.09444)
H (-1.83777, -1.85336, 0.84291)

## Properties
LUMO energy ... 0.482 eV
Multiplicity ... 1
E ... -18931.7228 eV
HOMO ... -8.43 eV
Relative energy (zero: lowest compared OMol25 entry of this formula, charge and spin) ... 272.9 kJ/mol
Kohn-Sham gap ... 8.9 eV
Structure (SMILES) ... [H]/N=C1\NN=CNS1



Entry 8:
This record from the Open Molecules 2025 dataset describes a molecular structure, C2H4LiOYb. The level of theory is wB97M-V/def2-TZVPD.

Positions of all 9 atoms, in Å:
O (-0.57634, -1.30418, 1.30978)
Li (-0.79918, -2.42774, 2.58313)
Yb (-0.89005, -1.05832, -0.80315)
C (1.42435, 1.33164, 1.60173)
C (1.48300, 1.92216, 0.39196)
H (0.70424, 1.66810, 2.35137)
H (2.20747, 0.64105, 1.92395)
H (2.27379, 1.67296, -0.32049)
H (0.77369, 2.70528, 0.11191)

## Properties
LUMO energy (alpha / beta) ... -4.444 / -6.232 eV
Multiplicity ... 3
E ... -35909.0146 eV
HOMO (alpha / beta) ... -8.32 / -11.65 eV
Relative energy (zero: lowest compared OMol25 entry of this formula, charge and spin) ... 294.4 kJ/mol
Total charge ... +1
Kohn-Sham gap (alpha / beta) ... 3.9 / 5.4 eV
⟨S²⟩ ... 2.012